The following is a quantum chemistry calculation of a structure of composition C2H3ClCrN in a non-equilibrium geometry, from the Open Molecules 2025 dataset.

* energy above the lowest of the compared OMol25 structures with the same formula, charge and spin: 0.0 kJ/mol
* maximum force: 1.9 eV/Å
* charge: +1
* electronic energy: -44546.7951 eV
* 2S+1: 5
* orbital gap (alpha / beta): 5.0 / 6.1 eV
* LUMO energy (alpha / beta): -8.7620 / -7.6573 eV

Geometry as XYZ:
```
8
Properties=species:S:1:pos:R:3:forces:R:3:mulliken_charge:R:1
Cr -2.611243 -2.741007 2.743308 0.482 1.187 -1.298 1.156
Cl -1.979315 -1.288121 1.144800 -0.562 -1.227 1.335 -0.170
N 0.507916 2.538286 -1.646430 -0.008 -0.009 -0.002 -0.304
C 0.641323 1.536658 -1.104702 -0.191 0.084 0.086 0.296
C 0.809847 0.274125 -0.413996 0.438 -1.038 -0.031 -0.662
H 1.866579 0.009212 -0.350976 0.055 0.283 0.128 0.288
H 0.377023 -0.567170 -0.959188 -0.229 0.280 -0.237 0.248
H 0.387870 0.238020 0.587182 0.016 0.441 0.020 0.147
```
Forces are in eV/Å.